# 1
Entry from OMol25: 2 unconnected molecules or ions with the total composition C8H20BrNO in a non-equilibrium geometry (ωB97M-V with the def2-TZVPD basis set).

Each line ends with the Mulliken charge.
CARTESIAN COORDINATES (ANGSTROEM)
Br  -13.4760  -12.7825  -0.6690  -0.895
C  -12.6665  -4.7924  0.5401  -1.287
C  -12.4343  -6.0441  -0.2653  -0.442
N  -12.0541  -7.3036  0.4830  -0.066
C  -13.0323  -7.5832  1.5552  -1.140
C  -12.1407  -8.4559  -0.5140  -0.244
C  -11.5102  -9.7178  -0.0194  -1.221
C  -10.7214  -7.1264  1.1663  -0.738
C  -9.5873  -6.6417  0.3022  -0.722
O  -9.4857  -7.3923  -0.8881  -0.216
C  -8.2012  -7.4062  -1.4737  -0.886
H  -13.3347  -4.9685  1.3811  0.315
H  -13.1426  -4.0669  -0.1136  0.415
H  -11.7681  -4.3695  0.9927  0.302
H  -11.6922  -5.9464  -1.0515  0.437
H  -13.3782  -6.3077  -0.7479  0.509
H  -12.7728  -8.5048  2.0653  0.443
H  -14.0177  -7.7107  1.1113  0.370
H  -13.0468  -6.7673  2.2662  0.485
H  -11.6559  -8.1045  -1.4177  0.409
H  -13.2057  -8.5888  -0.6889  0.519
H  -10.4267  -9.7785  0.0725  0.231
H  -11.7374  -10.5340  -0.7111  0.328
H  -11.9730  -10.0702  0.9039  0.352
H  -10.5116  -8.0695  1.6594  0.539
H  -10.8782  -6.3435  1.9079  0.419
H  -8.6608  -6.7267  0.8827  0.521
H  -9.7019  -5.5834  0.0338  0.346
H  -7.5389  -8.1431  -1.0022  0.328
H  -7.7457  -6.4159  -1.5134  0.320
H  -8.3203  -7.7975  -2.4882  0.266

Cartesian forces, eV/Å:
0.1095 0.3607 0.0487
0.2882 -0.0425 0.6556
-0.5873 -0.6210 -0.2836
0.1048 0.6780 0.1753
-0.5123 -0.1112 0.2294
0.7804 -0.0348 -0.1436
-0.1207 -1.1292 0.1926
-0.2374 0.0977 -0.1385
0.5369 -0.1015 -0.7174
-0.2294 -0.0623 0.2326
0.1561 -0.6720 -0.5814
-0.2579 0.0141 -0.1679
0.1191 0.1611 0.0243
0.1059 0.0933 -0.3349
0.0877 0.1898 -0.0057
0.0879 -0.0251 -0.0930
0.1148 -0.0248 -0.0446
0.0033 0.0718 -0.0080
0.0207 0.0177 0.1015
-0.0394 0.0279 -0.0785
-0.0233 -0.0991 -0.0464
0.0387 0.6913 0.0320
-0.4074 0.0134 -0.0897
0.0657 -0.0602 -0.0092
0.1292 -0.0315 -0.0110
-0.0463 -0.1877 0.2360
-0.1091 0.0119 0.1396
-0.0609 0.0504 0.1699
-0.0235 0.3560 0.4065
0.0321 0.0321 0.0703
-0.1260 0.3355 0.0390

The orbital gap comes out at 5.66 eV. Its HOMO energy is -5.98 eV. The relative energy (zero: lowest compared OMol25 entry of this formula, charge and spin) is 26.19 kcal/mol.

---

# 2
Entry from OMol25: 2 unconnected molecules or ions with the total composition C6H6O in a non-equilibrium geometry (ωB97M-V with the def2-TZVPD basis set).

Each line ends with the Mulliken charge.
CARTESIAN COORDINATES (ANGSTROEM)
C  1.4969  -1.4882  0.8359  -0.801
C  0.4700  -1.2068  0.1174  0.005
C  -0.4498  -0.7168  -0.6070  0.531
C  -1.7892  -0.5087  -1.1839  -0.261
O  -0.6794  -0.7644  -1.9213  -0.385
H  1.8158  -2.5919  0.9827  0.233
H  2.0670  -0.5463  1.0920  0.231
H  -2.4973  -1.4062  -1.1154  0.205
H  -2.2267  0.4425  -1.1023  0.260
C  0.0766  2.4645  1.0612  -0.276
C  0.7318  1.8703  0.2867  -0.591
H  -0.4709  2.8408  1.9688  0.341
H  1.4552  1.6111  -0.4149  0.509

Cartesian forces, eV/Å:
1.7933 -0.4951 0.4050
-0.2411 -0.3658 0.4094
-1.8470 -0.6444 0.0795
-1.7899 -2.7502 2.9160
1.9461 0.6075 -3.7703
-0.3793 2.2612 0.2533
0.0587 -1.6544 0.2150
0.7969 1.4625 -0.0746
-0.3870 1.3264 -0.4634
-2.4574 1.5086 3.9245
1.2386 -0.1022 -1.2623
0.7989 -0.5123 -1.8433
0.4692 -0.6418 -0.7888

The structure (SMILES) is C=C=C1CO1.C#C. The orbital gap comes out at 9.89 eV. Its HOMO energy is -8.85 eV. The relative energy (zero: lowest compared OMol25 entry of this formula, charge and spin) is 155.95 kcal/mol.

---

# 3
Entry from OMol25: a single C3H4N2O2 molecule (ωB97M-V with the def2-TZVPD basis set).

Each line ends with the Mulliken charge.
CARTESIAN COORDINATES (ANGSTROEM)
C  1.3389  -0.8070  -0.3988  -0.755
N  0.0465  -0.1681  -0.2785  0.464
N  -0.0251  1.1709  -0.5959  -0.722
C  -1.0455  1.5833  0.0497  0.014
O  -1.6696  0.6420  0.7907  -0.317
C  -0.9575  -0.5354  0.5824  0.582
O  -1.2466  -1.5980  1.0603  -0.571
H  1.6171  -0.9045  -1.4500  0.235
H  2.0797  -0.1850  0.1136  0.286
H  1.2929  -1.7893  0.0724  0.365
H  -1.4308  2.5912  0.0542  0.418

Cartesian forces, eV/Å:
0.0979 -0.1132 -0.0310
-0.0303 -0.1031 0.1817
-0.2324 0.2476 0.2874
0.1385 0.1334 -0.1809
-0.1504 -0.1094 -0.1179
0.0977 -0.2680 0.0057
0.2600 0.4386 -0.1049
-0.0593 -0.0323 0.1317
-0.0302 -0.1790 -0.0805
-0.0790 0.1067 -0.0892
-0.0125 -0.1213 -0.0020

The structure (SMILES) is Cn1ncoc1=O. The orbital gap comes out at 10.41 eV. Its HOMO energy is -9.52 eV. The relative energy (zero: lowest compared OMol25 entry of this formula, charge and spin) is 39.00 kcal/mol.

---

# 4
Entry from OMol25: a molecular structure, C34H43AsF3MoN3S3 in a non-equilibrium geometry (ωB97M-V with the def2-TZVPD basis set).

Each line ends with the Mulliken charge.
CARTESIAN COORDINATES (ANGSTROEM)
Mo  0.1172  -0.7835  0.1037  -1.250
C  3.2585  -2.8415  -4.6849  -0.604
C  2.2082  -3.9195  -4.4382  -0.896
S  1.3066  -3.7194  -2.8692  0.135
C  -0.4026  -3.2951  -3.3898  -1.053
C  -0.5641  -1.8030  -3.5815  -0.861
S  0.1859  -0.8241  -2.2028  0.808
C  1.2944  0.3227  -3.1212  -0.542
C  2.6224  -0.2909  -3.5507  -0.482
S  2.5317  -1.2331  -5.1316  0.359
H  3.8532  -3.1439  -5.5521  0.525
H  3.9272  -2.7212  -3.8322  0.393
H  2.7111  -4.8873  -4.3790  0.478
H  1.4730  -3.9473  -5.2404  0.464
H  -1.0764  -3.6952  -2.6316  0.444
H  -0.6166  -3.8144  -4.3246  0.600
H  -1.6147  -1.5164  -3.6413  0.582
H  -0.0358  -1.4619  -4.4709  0.534
H  1.4578  1.1513  -2.4187  -0.364
H  0.7322  0.6979  -3.9795  0.786
H  3.0399  -0.9385  -2.7792  0.037
H  3.3143  0.5340  -3.7466  0.653
N  -0.2648  -3.0410  0.1988  -0.162
C  0.2834  -3.9200  1.2626  -0.767
C  1.8092  -3.9300  1.2452  -0.992
C  2.4212  -2.7702  2.0513  0.446
C  3.1989  -1.7205  1.2709  -1.160
N  2.4186  -1.1435  0.1374  -0.114
H  -1.2726  -3.2102  0.1767  0.269
H  0.0968  -3.4285  -0.6774  -0.195
H  -0.0953  -4.9382  1.1244  0.540
H  -0.0719  -3.5757  2.2391  0.425
H  2.1710  -3.9393  0.2125  0.418
H  2.1278  -4.8750  1.6836  0.472
H  3.1157  -3.1741  2.7858  0.493
H  1.6380  -2.2667  2.6176  -0.583
H  4.1198  -2.1551  0.8733  0.412
H  3.4827  -0.9137  1.9523  0.497
H  2.5197  -1.8213  -0.6280  0.237
H  2.9334  -0.3050  -0.1491  0.137
C  2.5528  5.8740  0.0010  -0.632
C  1.5112  5.7628  0.9107  -0.756
C  0.8775  4.5445  1.0883  -0.749
C  1.3111  3.4313  0.3636  0.956
C  2.3636  3.5383  -0.5378  -0.227
C  2.9847  4.7656  -0.7161  -0.766
As  0.3431  1.7395  0.6504  1.975
C  -1.4718  2.4760  0.7545  0.106
C  -2.0160  2.9590  -0.4367  -0.541
C  -3.3016  3.4781  -0.4408  -0.983
C  -4.0343  3.5179  0.7388  -0.619
C  -3.4948  3.0236  1.9181  -0.872
C  -2.2095  2.5018  1.9297  0.308
C  0.7350  1.2484  2.4909  0.245
C  0.3890  -0.0747  2.7553  0.365
C  0.4895  -0.6136  4.0214  -1.280
C  1.0318  0.1719  5.0326  -0.999
C  1.4598  1.4642  4.7683  -0.789
C  1.2871  2.0203  3.5059  -0.536
H  3.0232  6.8342  -0.1592  0.453
H  1.1722  6.6243  1.4688  0.456
H  0.0471  4.4613  1.7852  0.472
H  2.7126  2.6691  -1.0879  0.174
H  3.7910  4.8574  -1.4282  0.441
H  -1.4096  2.9643  -1.3443  0.477
H  -3.7144  3.8727  -1.3584  0.526
H  -5.0141  3.9765  0.7432  0.506
H  -4.0608  3.0668  2.8360  0.532
H  -1.7761  2.1517  2.8614  0.501
H  0.0227  -0.7376  1.8748  1.791
H  0.1521  -1.6118  4.2502  0.602
H  1.1292  -0.2457  6.0226  0.464
H  1.9144  2.0413  5.5597  0.483
H  1.6056  3.0355  3.2954  0.562
F  -6.5267  1.4459  0.2640  -0.202
C  -6.2917  0.2141  0.7267  0.681
F  -6.6892  0.1503  1.9867  -0.254
F  -6.9960  -0.6485  0.0047  -0.223
C  -4.7997  -0.0919  0.5976  0.390
C  -4.1569  0.1641  -0.6099  -1.245
C  -2.8020  -0.0867  -0.7076  -0.490
N  -2.0640  -0.5935  0.2965  0.634
C  -2.7137  -0.8877  1.4376  -0.344
C  -4.0623  -0.6462  1.6378  -1.044
H  -4.7109  0.5574  -1.4499  0.571
H  -2.2840  0.1247  -1.6363  0.666
H  -2.1371  -1.3466  2.2351  0.498
H  -4.5238  -0.8861  2.5853  0.603

Cartesian forces, eV/Å:
0.3056 -0.8479 -2.3725
0.3643 0.1096 -0.2855
-0.5911 0.0485 0.2461
-0.1948 -0.2188 -0.1048
0.7687 -0.0981 0.1351
-0.1696 0.0267 0.5328
0.1532 0.6219 -0.0841
-0.5079 -0.0067 0.1764
-0.0667 -0.3393 -0.1581
0.3971 -0.2008 0.8614
0.0196 0.1563 -0.1327
-0.0300 0.1646 -0.0449
0.0690 0.1063 -0.1930
0.0639 -0.2291 -0.1179
0.0047 0.0075 -0.0616
-0.1354 -0.0362 0.0555
0.0147 0.1118 -0.1427
-0.1532 0.0919 -0.0624
0.0732 -0.1653 -0.2561
-0.0375 0.1497 0.1295
0.0905 0.0047 -0.2223
0.1448 -0.0157 -0.1785
-0.0685 0.1723 -0.2165
0.4182 -0.5130 0.4013
-0.1004 0.1271 0.2994
0.1598 0.0601 -0.1645
0.0949 -0.3773 0.7777
-0.3971 0.1025 -0.3988
0.0464 0.2227 -0.1073
-0.1650 0.0196 0.2462
-0.0470 0.1861 -0.0836
-0.0681 -0.0018 -0.1598
0.0082 -0.1274 -0.0942
0.0479 0.0047 -0.0750
0.0035 0.0356 0.1139
0.0901 -0.1002 0.0325
-0.0342 0.1039 -0.0310
-0.0826 -0.0025 -0.1758
-0.0700 0.2724 0.0900
-0.2955 -0.1596 -0.0603
0.0967 0.0142 -0.1083
-0.0365 -0.0770 -0.0437
-0.2448 -0.4410 0.1227
0.0244 -0.5015 -0.2811
-0.0424 -0.1190 0.1168
-0.0495 0.0245 -0.0428
-0.2426 2.0117 1.0727
0.1431 -0.3493 -0.2723
0.2630 -0.0349 0.0420
0.1891 0.0728 -0.0574
-0.0621 0.1276 -0.0037
-0.0362 0.1130 -0.0916
0.2810 -0.1786 0.0907
0.0552 -0.1152 -0.5290
0.0460 0.2844 -0.8069
-0.1532 -0.3567 0.1129
-0.1166 -0.1446 -0.1992
-0.0455 0.1301 -0.0468
0.0004 0.0607 -0.2204
0.0501 0.0047 0.0160
0.0255 0.0265 0.0088
0.0713 0.0685 -0.1238
0.0318 0.0276 -0.0291
0.0857 0.0517 -0.0066
-0.1930 0.0508 0.0738
-0.0585 0.0707 -0.0089
-0.0557 -0.0929 -0.0013
-0.0698 0.0472 0.0919
-0.0660 -0.0270 -0.0204
-0.2697 0.1131 2.6389
0.0248 -0.1963 0.0039
-0.0036 -0.0116 0.1107
0.0262 0.1002 0.0285
-0.0408 -0.0407 0.0800
0.0678 0.0080 -0.0355
-0.0283 0.1335 -0.0115
0.0844 -0.0401 0.1910
0.0717 -0.1172 -0.1036
0.1967 -0.1212 -0.0424
0.1119 -0.1659 0.3100
-0.3511 0.2548 -0.5275
0.2069 -0.1994 0.0604
-0.1818 -0.2321 0.5420
0.0850 0.0178 -0.2799
0.0687 0.0685 -0.0823
-0.0995 0.0875 0.1838
0.0026 0.1436 -0.0673
0.0132 -0.0187 0.0322

As for the multiplicity: 3. The orbital gap (alpha / beta) comes out at 4.84 / 3.05 eV. Its total charge is +4. Its HOMO energy (alpha / beta) is -18.37 / -18.37 eV. The relative energy (zero: lowest compared OMol25 entry of this formula, charge and spin) is 23.95 kcal/mol.